a:
Below is a 2-piece molecular cluster, C10H14NO2 overall, with properties calculated with ωB97M-V/def2-TZVPD.

The geometry in XYZ format:
```
27
Properties=species:S:1:pos:R:3:lowdin_charge:R:1
O -1.33853 0.61815 0.45892 -0.113
O -0.91835 -1.67500 0.28114 -0.066
N -0.41649 -0.38856 0.32381 -0.083
C 1.37374 1.22850 0.39237 0.053
C -2.93055 1.36760 -1.93511 0.009
C -2.65395 1.85109 -3.01086 0.035
C 0.86834 -0.10749 0.27758 -0.123
C 3.69482 0.40433 0.59572 -0.088
C -1.90662 0.86331 1.75485 0.014
C -1.80267 -2.12376 -0.81654 0.027
C 3.31356 -0.89201 0.39783 0.002
C 1.85703 -1.20950 0.17591 -0.088
C 2.79121 1.46874 0.68527 0.032
H -1.28475 -2.22709 -1.85403 0.138
H -2.90696 0.41597 1.67495 0.113
H 1.79382 -1.85148 -0.72873 0.162
H 3.89763 -1.82963 0.10248 0.156
H -1.83784 1.91472 2.05505 0.117
H 3.01882 2.49437 1.03249 0.137
H 0.79413 2.11792 0.27847 0.108
H -2.57446 -1.47370 -0.96124 0.029
H 1.51254 -1.95923 0.93368 0.166
H -2.17978 -3.06529 -0.40524 0.110
H 4.70368 0.64545 0.94886 0.124
H -2.53349 2.37312 -3.93741 0.026
H -2.88918 0.74291 -1.14679 -0.049
H -1.44571 0.29657 2.42658 0.049
```

Output
- Charge: +1
- HOMO-LUMO gap (spin up / spin down): 7.7 / 7.7 eV

b:
Below is a 2-piece molecular cluster, C10H14NO2 overall, with properties calculated with ωB97M-V/def2-TZVPD.

The geometry in XYZ format:
```
27
Properties=species:S:1:pos:R:3:lowdin_charge:R:1
O 2.53146 0.67824 -0.22000 0.100
O -2.57157 0.68084 0.31791 -0.015
N 1.22987 1.12339 0.02642 -0.141
C -1.89736 -1.52067 -0.13262 -0.056
C 0.43700 0.18466 0.36288 -0.014
C 2.48019 -0.65278 -0.19866 -0.265
C -1.58116 0.27020 -1.70850 0.004
C -2.96705 0.29984 1.69836 0.039
C 1.14054 2.55470 0.14043 0.035
C 3.62798 -1.57784 -0.40711 0.019
C -1.88846 -0.18298 -0.37400 -0.402
C -2.13624 -2.69409 0.10308 0.282
C 1.19670 -1.01416 0.22430 0.003
H -2.02123 0.47490 2.25214 0.110
H -0.96349 1.29324 -1.79546 0.152
H -2.55247 0.42544 -2.23750 0.135
H -2.23786 -3.70348 0.00728 0.044
H -3.70524 0.99392 2.11280 0.101
H 3.32358 -2.50970 -0.13963 0.044
H 4.42360 -1.50352 0.43718 0.141
H 0.96396 -2.02277 0.17012 0.082
H 0.64701 3.03343 -0.63457 0.065
H 0.55756 2.84795 1.13718 0.165
H -3.43329 -0.72715 1.69111 0.113
H 4.05937 -1.35238 -1.40154 0.112
H 2.10675 2.83867 0.03278 0.065
H -0.95440 -0.35684 -2.26446 0.080
```

Output
- Charge: +1
- HOMO-LUMO gap (spin up / spin down): 8.2 / 8.2 eV

It comes down to b, which is 98.1 kJ/mol more stable than the next structure.

a:
Below is a 2-piece molecular cluster, C2H9N3O overall, with properties calculated with ωB97M-V/def2-TZVPD.

The geometry in XYZ format:
```
15
Properties=species:S:1:pos:R:3:lowdin_charge:R:1
O 0.91460 -0.72873 -0.71378 -0.185
N -0.64375 -0.56519 0.68625 0.009
N -1.86862 -0.74154 0.27478 -0.193
N 1.72920 0.34708 -0.57856 -0.223
C -2.47066 0.41111 -0.47342 -0.083
C 2.77196 0.21289 0.42739 -0.100
H -0.42889 -1.39587 1.14470 0.037
H 3.41016 1.03711 0.24770 0.061
H -2.26457 -1.70936 -0.02718 0.168
H -1.73474 1.08112 -0.89410 0.060
H 2.25284 0.16794 1.38110 0.076
H 3.35383 -0.65779 0.18199 0.074
H -3.02259 1.08097 0.25440 0.086
H -3.16958 0.16214 -1.22191 0.049
H 1.17080 1.29810 -0.68937 0.163
```

Output
- HOMO-LUMO gap (spin up / spin down): 9.0 / 7.9 eV

b:
Below is a 2-piece molecular cluster, C2H9N3O overall, with properties calculated with ωB97M-V/def2-TZVPD.

The geometry in XYZ format:
```
15
Properties=species:S:1:pos:R:3:lowdin_charge:R:1
O -2.75144 0.29076 -0.95809 -0.091
N 0.61552 0.02432 0.98644 -0.018
N 0.14952 -0.13831 -1.29875 0.100
N 2.34177 0.19177 -0.54143 0.115
C 0.98584 -0.04046 -0.33113 -0.574
C -0.71346 -0.39401 1.38783 -0.101
H 2.99499 0.07908 0.20676 0.078
H 0.52478 0.23405 -2.15774 0.042
H -1.44819 0.35953 1.13122 0.061
H 2.65461 -0.06705 -1.46094 0.089
H -0.71804 -0.51813 2.47485 0.079
H -1.01088 -1.37434 1.00968 0.087
H -3.02856 1.14425 -0.63148 0.020
H -1.92892 0.53331 -1.41719 -0.001
H 1.33245 -0.32477 1.59998 0.115
```

Output
- SMILES: [H]/N=C(\N)NC.O
- HOMO-LUMO gap: 9.8 eV

It comes down to b, which is 550.5 kJ/mol more stable than the next structure.

a:
Below is a 2-piece molecular cluster, C4H11N2O overall, with properties calculated with ωB97M-V/def2-TZVPD.

The geometry in XYZ format:
```
18
Properties=species:S:1:pos:R:3:lowdin_charge:R:1
O -1.60080 -1.74145 -2.17191 -0.202
N -1.07603 0.90984 2.57878 -0.179
N 1.67875 0.75920 -1.52603 0.086
C 0.40499 -0.13031 0.56792 -0.243
C -0.15396 -1.25436 -0.27606 -0.228
C 0.92720 0.95210 -0.34769 -0.369
C -0.84597 -0.84117 -1.54931 -0.484
H 0.02252 -0.57974 -2.27206 0.128
H -0.96044 1.92036 2.63117 -0.133
H -0.90906 -1.68759 0.39831 0.124
H 1.93325 1.33586 0.02100 0.151
H -1.99264 0.67157 2.95531 -0.132
H 0.21158 1.76622 -0.44222 0.105
H 2.46509 0.15103 -1.28935 0.040
H -1.37306 0.13373 -1.48464 0.121
H 1.13824 -0.56814 1.25759 0.097
H 0.53270 -2.09513 -0.43325 0.106
H -0.40236 0.29799 1.38243 0.012
```

Output
- Charge: -1
- HOMO-LUMO gap: 4.2 eV

b:
Below is an isolated ion of composition C4H11N2O and charge -1, with properties calculated with ωB97M-V/def2-TZVPD.

The geometry in XYZ format:
```
18
Properties=species:S:1:pos:R:3:lowdin_charge:R:1
O -0.48327 -2.01701 -0.01116 -0.356
N 0.43461 0.45555 0.96555 -0.084
N 2.21546 0.16763 -0.71145 -0.016
C 1.80636 0.73347 0.59334 -0.356
C -1.68760 0.07427 -0.44849 -0.192
C -1.64270 -1.35921 0.17603 -0.543
C -0.49556 0.98605 -0.05615 -0.257
H -2.66357 0.48882 -0.22347 0.077
H -1.99979 -1.25012 1.22028 0.072
H 1.49629 -0.51191 -0.98410 0.053
H 2.41940 0.35679 1.39890 0.088
H -1.65376 -0.22711 -1.48529 0.079
H -2.47027 -1.92552 -0.30884 0.071
H 0.43237 -0.58080 0.73878 0.066
H 3.06997 -0.36661 -0.60902 0.040
H 1.94375 1.82210 0.53432 0.088
H -0.03328 1.13188 -1.03816 0.082
H -0.68841 2.02172 0.24889 0.089
```

Output
- Charge: -1
- SMILES: NCNCCC[O-]
- HOMO-LUMO gap: 7.0 eV

It comes down to b, which is 606.9 kJ/mol more stable than the next structure.